{"formula": "C8H10", "method": "ωB97M-V with the def2-TZVPD basis set", "total_energy_ev": -8452.4177, "smiles": "C[C@@H]1C[C@@H]1C=C1C=C1", "homo_lumo_gap_ev": 8.69, "homo_ev": -7.8, "spin_multiplicity": 1, "lumo_energy_ev": 0.896, "elements": ["C", "C", "C", "C", "C", "C", "C", "C", "H", "H", "H", "H", "H", "H", "H", "H", "H", "H"], "xyz": [[-0.134, 0.262, -0.994], [1.027, 0.568, 0.085], [1.490, 1.977, 2.494], [0.270, 2.293, 2.088], [-0.211, -0.685, -2.190], [-1.087, -0.911, -1.020], [1.018, 1.355, 1.215], [-0.894, -2.029, -0.088], [-0.585, 1.196, -1.196], [2.003, 0.146, -0.049], [1.971, 1.789, 3.417], [-0.384, 3.119, 2.226], [0.632, -1.432, -2.382], [-0.479, -0.208, -3.027], [-2.141, -0.645, -1.056], [-1.419, -2.880, -0.497], [-1.189, -1.651, 0.916], [0.112, -2.264, 0.058]], "forces_ev_per_angstrom": [[1.8, 0.5, 2.0], [-0.6, 0.2, 0.8], [-1.9, -1.9, -1.5], [2.1, 0.2, -1.1], [3.4, -2.1, 2.7], [-0.6, 1.4, 0.2], [-1.5, 0.1, -0.6], [-0.7, 0.5, 0.8], [-0.7, 0.8, -0.4], [0.2, -0.8, -0.3], [1.2, 0.4, 0.3], [-1.1, -0.2, 0.2], [-1.2, 1.0, 0.5], [-1.5, 1.4, -3.1], [0.1, 0.1, -0.5], [-0.3, -0.5, 0.6], [-0.5, -0.8, -0.5], [1.8, -0.6, -0.1]]}

=====

{"formula": "C8H10", "method": "ωB97M-V with the def2-TZVPD basis set", "total_energy_ev": -8449.9808, "homo_lumo_gap_ev": 9.97, "homo_ev": -8.7, "spin_multiplicity": 1, "lumo_energy_ev": 1.229, "elements": ["C", "C", "C", "C", "C", "C", "C", "C", "H", "H", "H", "H", "H", "H", "H", "H", "H", "H"], "xyz": [[2.479, 0.353, -0.301], [1.367, 0.239, 0.799], [-1.465, 0.871, -0.008], [-2.223, -0.307, 0.596], [-1.650, -0.396, -0.776], [1.560, -0.872, -0.110], [-0.062, -0.666, -0.319], [0.000, 0.833, 0.020], [3.512, 0.181, -0.136], [2.181, 1.061, -1.143], [1.615, 0.215, 1.780], [-2.139, 1.753, -0.074], [-3.337, -0.037, 0.640], [-1.774, -0.982, 1.241], [-2.289, -0.842, -1.570], [1.938, -1.888, 0.058], [-0.114, -1.213, 0.705], [0.367, 1.426, -0.906]], "forces_ev_per_angstrom": [[-3.2, 0.0, -1.0], [1.1, 3.1, -2.5], [-2.9, 1.5, 1.3], [-2.1, 1.8, -1.3], [0.6, -2.3, -1.1], [-0.8, -0.2, -2.1], [0.1, -0.4, 1.1], [3.3, -2.0, -0.9], [0.7, 0.0, 0.4], [0.9, -1.0, 1.2], [0.5, 0.3, 3.0], [1.0, -0.4, -0.2], [1.8, -0.9, 0.2], [0.2, -0.8, 1.8], [0.8, 1.1, 0.2], [-0.1, 0.6, 0.2], [-1.3, 0.6, -1.8], [-0.4, -0.9, 1.6]]}

=====

{"formula": "C8H10BFO3", "method": "ωB97M-V with the def2-TZVPD basis set", "total_energy_ev": -17991.1227, "homo_lumo_gap_ev": [7.46, 8.36], "homo_ev": [-8.3, -8.1], "spin_multiplicity": 1, "lumo_energy_ev": [-0.825, 0.273], "elements": ["B", "C", "C", "C", "C", "C", "C", "C", "C", "O", "O", "O", "F", "H", "H", "H", "H", "H", "H", "H", "H", "H", "H"], "xyz": [[-3.252, 0.813, 1.277], [0.192, 1.189, 0.089], [-0.202, -0.915, -1.067], [1.518, 0.860, 0.118], [1.253, -1.212, -1.032], [-0.622, 0.180, -0.495], [2.130, -0.302, -0.411], [4.293, -1.397, -0.862], [-4.119, 0.762, 0.096], [-3.530, 1.693, 2.246], [-2.061, -0.054, 1.618], [3.493, -0.386, -0.215], [-3.965, -0.149, -0.863], [-0.251, 2.110, 0.530], [-0.807, -1.530, -1.702], [2.150, 1.524, 0.706], [1.613, -2.009, -1.595], [3.548, -2.165, -1.184], [4.927, -1.793, -0.134], [4.810, -1.010, -1.623], [-4.933, 1.445, -0.141], [-4.148, 2.361, 2.074], [-2.039, -0.017, 2.571]], "forces_ev_per_angstrom": [[3.9, -2.3, 2.1], [-1.5, -1.3, -0.4], [3.3, -1.9, -1.1], [1.2, 1.0, 1.2], [-1.0, 2.4, 0.9], [0.0, 3.1, 0.8], [-1.5, -0.6, -0.4], [-5.0, -1.3, 2.1], [-0.8, -0.4, -2.1], [1.1, -0.2, 1.5], [-3.5, 1.5, -1.4], [-0.2, 0.4, -0.1], [0.0, -0.1, -0.1], [0.7, -0.9, -0.3], [-0.4, -0.5, 0.1], [0.2, 0.0, -0.4], [0.4, -1.5, -0.7], [1.2, 0.2, -0.1], [1.0, -0.7, 1.2], [1.9, 1.6, -3.1], [0.1, -0.1, 0.1], [-1.5, 1.3, -0.4], [0.3, 0.0, 0.6]]}

=====

{"formula": "C8H10Br2", "method": "ωB97M-V with the def2-TZVPD basis set", "total_energy_ev": -148536.4754, "smiles": "C=C=C1CC1.BrC1=CC1.Br", "homo_lumo_gap_ev": 9.63, "homo_ev": -9.0, "spin_multiplicity": 1, "lumo_energy_ev": 0.580, "elements": ["C", "C", "C", "C", "C", "C", "C", "C", "Br", "Br", "H", "H", "H", "H", "H", "H", "H", "H", "H", "H"], "xyz": [[1.364, -1.294, -2.616], [1.471, -1.192, -1.300], [-1.939, 2.261, -0.422], [-1.568, 1.699, 0.911], [0.933, -1.672, 1.274], [2.415, -1.339, 1.212], [-1.623, 0.823, -0.028], [1.558, -1.293, -0.017], [-2.043, -0.899, -0.465], [-6.152, -0.118, 0.068], [1.622, -2.255, -3.115], [1.241, -0.445, -3.239], [-2.902, 2.511, -0.560], [-1.200, 2.898, -0.971], [-5.215, 0.669, -0.595], [-1.156, 2.021, 1.859], [0.696, -2.687, 1.413], [0.230, -0.979, 1.800], [3.003, -0.480, 1.626], [2.954, -2.287, 1.142]], "forces_ev_per_angstrom": [[1.0, -1.0, 1.1], [-0.2, -0.6, -0.7], [3.9, -0.7, -0.2], [1.5, 0.3, 0.8], [-0.4, 2.3, 0.5], [0.7, -0.6, -0.9], [-1.1, 0.8, -0.1], [0.0, 0.4, 0.4], [0.2, -0.4, -0.3], [-0.5, -0.4, 0.4], [-0.3, 0.8, 0.5], [-0.4, 0.7, -0.5], [-3.4, 1.1, -0.5], [-0.6, -0.9, 0.2], [0.5, 0.4, -0.4], [-0.6, -0.3, 0.0], [-0.3, -1.2, 0.2], [0.7, -0.5, -0.7], [-1.1, -0.8, -0.3], [0.5, 0.5, 0.4]]}

=====

{"formula": "C8H10BrNO2S2", "method": "ωB97M-V with the def2-TZVPD basis set", "total_energy_ev": -105754.1545, "smiles": "CS[C@@H](Br)NS(=O)(=O)c1ccccc1", "homo_lumo_gap_ev": 9.67, "homo_ev": -9.3, "spin_multiplicity": 1, "lumo_energy_ev": 0.331, "elements": ["C", "C", "C", "C", "C", "C", "C", "C", "N", "O", "O", "S", "S", "Br", "H", "H", "H", "H", "H", "H", "H", "H", "H", "H"], "xyz": [[-3.469, 1.507, -0.158], [-2.966, 0.879, -1.281], [-2.988, 1.194, 1.137], [-2.048, -0.175, -1.159], [-1.786, 0.496, 1.235], [-1.406, -0.230, 0.099], [4.248, -0.995, 0.186], [1.829, 0.556, 0.206], [1.187, -0.393, -0.548], [-0.245, -2.427, -0.794], [0.452, -1.649, 1.423], [3.719, 0.673, -0.314], [-0.033, -1.347, 0.119], [1.030, 2.264, -0.056], [-4.345, 2.080, -0.386], [-3.408, 1.077, -2.317], [-3.437, 1.656, 1.978], [-1.731, -0.798, -2.009], [-1.113, 0.241, 1.985], [3.628, -1.831, -0.445], [4.269, -1.274, 1.274], [5.258, -0.976, -0.031], [1.693, 0.226, 1.185], [1.660, -0.754, -1.328]], "forces_ev_per_angstrom": [[0.1, -1.1, 0.4], [-0.3, -1.3, -2.0], [0.9, 1.0, -1.2], [0.6, 1.4, 0.7], [-0.9, -1.3, -2.7], [-0.5, -0.7, -1.3], [-3.2, -1.9, -0.1], [2.5, 0.2, -1.2], [-1.6, -1.4, -0.5], [-0.3, 0.3, -0.3], [-0.6, 0.2, 1.3], [-2.2, -0.5, 1.3], [1.6, 0.2, -0.8], [-0.1, 1.3, 0.1], [-0.3, 0.6, 0.7], [0.6, -0.2, 1.7], [-0.3, 0.3, 0.7], [-0.2, 0.4, 0.6], [0.3, 0.3, 2.3], [1.8, 1.9, 1.6], [-0.8, 0.7, -0.9], [2.2, -0.3, -1.1], [0.4, 0.3, 2.1], [0.3, -0.6, -1.4]]}

=====

{"formula": "C8H10Cl2Si", "method": "ωB97M-V with the def2-TZVPD basis set", "total_energy_ev": -41374.8030, "homo_lumo_gap_ev": [5.02, 2.77], "homo_ev": [-6.7, -5.7], "spin_multiplicity": 1, "lumo_energy_ev": [-1.682, -2.916], "elements": ["C", "C", "C", "C", "C", "C", "C", "C", "Si", "Cl", "Cl", "H", "H", "H", "H", "H", "H", "H", "H", "H", "H"], "xyz": [[-2.857, 0.005, -0.893], [-2.292, 1.121, -0.263], [-2.324, -1.250, -0.609], [-1.152, 1.029, 0.498], [-1.219, -1.288, 0.238], [-0.627, -0.196, 0.859], [0.409, -0.414, 1.739], [2.776, -0.642, -0.172], [2.496, 1.118, -0.794], [2.170, -2.083, -0.862], [4.204, -0.929, 0.783], [-3.737, 0.120, -1.578], [-2.710, 2.052, -0.419], [-2.625, -2.072, -1.258], [-0.591, 1.925, 0.970], [-0.893, -2.304, 0.417], [1.092, 0.406, 1.926], [0.654, -1.277, 2.145], [1.046, 1.260, -1.147], [3.003, 1.925, 0.412], [3.177, 1.495, -1.990]], "forces_ev_per_angstrom": [[-0.8, 0.1, 0.0], [0.7, -1.1, -0.2], [0.8, 1.2, -0.9], [0.9, 2.8, 1.2], [-1.6, -2.7, -0.7], [-0.3, -1.4, -0.2], [0.4, 4.5, -1.6], [0.4, 0.4, -0.2], [-0.5, -0.8, 1.6], [-0.3, 0.2, -0.1], [-0.3, 0.2, 0.0], [1.0, -0.1, 0.7], [-0.8, 1.8, -0.4], [0.0, -0.2, 0.8], [-1.4, -1.2, -1.0], [0.6, 0.1, 0.3], [-0.2, 0.1, 0.5], [0.9, -4.1, 1.6], [0.4, 0.0, 0.3], [-0.5, -0.3, -0.9], [0.8, 0.3, -0.8]]}